The following is a DFT calculation (ωB97M-V/def2-TZVPD) of a molecular structure, C26H48OP2Pt.

```
78
Properties=species:S:1:pos:R:3:lowdin_charge:R:1
Pt 0.175 -0.308 0.697 0.94
C -1.994 1.780 0.454 -0.21
C -2.638 0.949 -0.500 -0.17
C -1.892 -0.435 1.235 -0.35
C -1.493 0.972 1.540 -0.29
C -2.607 -0.372 -0.049 -0.16
C -2.006 3.257 0.467 -0.01
H -1.768 3.661 -0.521 0.10
H -1.283 3.620 1.195 0.07
H -2.997 3.631 0.753 0.12
C -1.404 1.483 2.950 -0.01
H -1.146 2.548 2.996 0.08
H -0.654 0.937 3.532 0.05
H -2.377 1.370 3.463 0.13
C -2.368 -1.383 2.305 -0.03
H -3.467 -1.502 2.265 0.12
H -2.126 -1.018 3.314 0.08
H -1.917 -2.376 2.144 0.08
C -3.362 -1.518 -0.612 0.01
H -4.422 -1.246 -0.736 0.12
H -3.282 -2.394 0.045 0.09
H -2.960 -1.792 -1.592 0.06
C -3.370 1.436 -1.697 0.01
H -4.381 1.792 -1.424 0.13
H -3.504 0.630 -2.442 0.09
H -2.852 2.281 -2.183 0.09
C 1.509 0.409 -1.714 -0.19
C 0.372 1.125 -1.826 -0.16
C -0.201 1.455 -3.174 -0.15
C -1.030 0.332 -3.836 -0.16
C -1.015 -0.998 -3.140 -0.10
C 0.110 -1.710 -2.992 -0.12
C 1.406 -1.294 -3.630 -0.16
C 2.177 -0.120 -2.947 -0.17
H 0.602 1.749 -3.886 0.13
H -0.687 0.229 -4.884 0.13
H -0.842 2.344 -3.074 0.11
H 2.325 0.675 -3.711 0.13
H 2.060 0.261 -0.780 0.02
H -0.159 1.551 -0.964 0.05
H 3.197 -0.475 -2.698 0.12
H 2.079 -2.163 -3.627 0.11
H 0.103 -2.745 -2.655 0.09
H 1.247 -1.019 -4.694 0.13
H -2.076 0.673 -3.884 0.09
H -2.008 -1.436 -3.000 0.09
P 1.817 1.902 1.181 0.92
C 1.787 2.743 2.803 -0.20
H 2.650 3.407 2.905 0.08
H 1.821 1.981 3.593 0.05
H 0.872 3.329 2.914 0.04
C 3.584 1.456 0.941 -0.21
H 4.229 2.312 1.171 0.07
H 3.755 1.152 -0.097 0.05
H 3.807 0.614 1.605 0.04
C 1.612 3.329 0.047 -0.21
H 1.749 2.975 -0.982 0.04
H 2.341 4.116 0.278 0.08
H 0.591 3.717 0.137 0.03
P 1.142 -2.504 0.579 0.80
C -0.210 -3.430 -0.196 -0.23
H 0.201 -4.266 -0.772 0.08
H -0.766 -2.751 -0.858 0.00
H -0.901 -3.798 0.576 0.06
C 2.636 -2.442 -0.454 -0.20
H 2.367 -2.145 -1.476 0.02
H 3.143 -3.416 -0.457 0.08
H 3.312 -1.687 -0.022 0.06
C 1.704 -3.551 1.980 -0.20
H 2.281 -4.402 1.588 0.07
H 0.851 -3.951 2.544 0.06
H 2.350 -2.975 2.658 0.06
C 0.345 -1.292 3.744 -0.08
C 1.051 -0.641 2.569 -0.60
O 2.217 -0.268 2.786 -0.11
H 1.128 -1.724 4.381 0.10
H -0.365 -2.100 3.506 0.06
H -0.172 -0.537 4.348 0.08
```

As for the total charge: +2. The HOMO-LUMO gap (alpha / beta) comes out at 6.91 / 5.15 eV. The value obtained for the molar mass is 633.70 Da. The value obtained for the HOMO energy (alpha / beta) is -11.782 / -14.543 eV. The LUMO energy (alpha / beta) comes out at -0.1790 / -0.3451 Ha. Its total energy is -51592.0628 eV. The energy above the lowest of the compared OMol25 structures with the same formula, charge and spin comes out at 165.31 kJ/mol. Its multiplicity is 5.

***

The following is a DFT calculation (ωB97M-V/def2-TZVPD) of a molecular structure, C26H48OP2Sc.

```
78
Properties=species:S:1:pos:R:3:lowdin_charge:R:1
Sc 0.119 -0.508 1.924 0.55
C -0.820 -2.263 2.866 -0.29
C 0.503 -2.600 2.381 -0.30
C 0.726 -0.935 4.003 -0.27
C -0.694 -1.230 3.844 -0.27
C 1.452 -1.791 3.120 -0.29
C -2.092 -2.947 2.463 -0.02
H -2.013 -3.372 1.459 0.07
H -2.938 -2.255 2.476 0.08
H -2.321 -3.771 3.153 0.10
C -1.794 -0.579 4.624 0.00
H -2.769 -0.777 4.170 0.09
H -1.652 0.506 4.653 0.07
H -1.819 -0.952 5.657 0.11
C 1.289 0.062 4.968 0.00
H 1.415 -0.382 5.964 0.11
H 0.622 0.926 5.057 0.07
H 2.265 0.425 4.635 0.09
C 2.944 -1.900 3.025 -0.01
H 3.331 -2.581 3.796 0.10
H 3.425 -0.928 3.167 0.08
H 3.253 -2.295 2.053 0.07
C 0.841 -3.733 1.460 -0.01
H 1.060 -4.653 2.022 0.11
H 1.720 -3.500 0.852 0.07
H 0.013 -3.950 0.779 0.07
C -1.690 1.019 -4.951 -0.10
C -1.753 -0.318 -4.967 -0.13
C -0.919 -1.322 -5.718 -0.18
C 0.434 -0.837 -6.286 -0.19
C 1.371 -0.321 -5.222 -0.10
C 1.431 0.900 -4.677 -0.13
C 0.604 2.129 -4.953 -0.19
C -0.739 1.930 -5.690 -0.19
H -1.519 -1.742 -6.541 0.12
H 0.266 -0.094 -7.067 0.10
H -0.727 -2.166 -5.040 0.11
H -0.559 1.579 -6.708 0.10
H -2.398 1.530 -4.298 0.10
H -2.523 -0.773 -4.343 0.09
H -1.209 2.915 -5.788 0.11
H 0.401 2.614 -3.988 0.10
H 2.190 1.051 -3.909 0.08
H 1.214 2.851 -5.517 0.12
H 0.908 -1.693 -6.781 0.11
H 2.072 -1.060 -4.832 0.10
P -1.089 -0.209 0.018 0.80
C -2.712 0.651 -0.017 -0.19
C -1.373 -1.583 -1.176 -0.21
P 1.486 0.325 0.305 0.80
C 0.135 0.899 -0.834 -0.39
C 2.532 -0.774 -0.740 -0.22
C 2.608 1.755 0.576 -0.20
H -2.688 1.425 0.754 0.02
H -3.500 -0.068 0.230 0.06
H -2.920 1.092 -0.998 0.06
H -1.517 -1.206 -2.194 0.03
H -2.265 -2.142 -0.876 0.05
H -0.520 -2.267 -1.158 0.04
H 2.880 2.245 -0.365 0.06
H 3.515 1.403 1.077 0.05
H 2.090 2.455 1.237 0.02
H -0.109 1.933 -0.566 0.07
H 0.275 0.806 -1.916 0.06
H 3.488 -0.945 -0.235 0.05
H 2.725 -0.328 -1.722 0.04
H 2.036 -1.739 -0.869 0.03
C 0.441 3.602 3.042 -0.06
C -0.597 2.486 2.948 -0.58
C -2.003 3.071 2.827 -0.06
O -0.325 1.656 1.848 -0.36
H 0.457 4.202 2.107 0.09
H 1.446 3.170 3.228 0.07
H 0.209 4.272 3.897 0.09
H -0.554 1.957 3.864 0.06
H -2.216 3.743 3.686 0.09
H -2.103 3.650 1.884 0.09
H -2.756 2.257 2.845 0.07
```

As for the total charge: +1. The HOMO-LUMO gap comes out at 7.98 eV. The value obtained for the molar mass is 483.57 Da. The value obtained for the HOMO energy is -11.394 eV. The LUMO energy comes out at -0.1255 Ha. Its total energy is -69060.0715 eV. The energy above the lowest of the compared OMol25 structures with the same formula, charge and spin comes out at 335.88 kJ/mol.

***

The following is a DFT calculation (ωB97M-V/def2-TZVPD) of 7 unconnected molecules or ions with the total composition C26H49Br2NO5.

```
83
Properties=species:S:1:pos:R:3:lowdin_charge:R:1
C -36.555 10.359 20.443 -0.13
C -37.622 10.763 19.397 -0.17
C -36.922 11.703 18.442 -0.21
O -35.543 11.365 18.561 -0.17
C -35.362 10.335 19.475 -0.22
H -36.820 9.373 20.826 0.12
H -36.482 11.008 21.316 0.10
H -38.449 11.227 19.934 0.11
H -38.083 9.935 18.859 0.12
H -37.164 12.723 18.741 0.10
H -37.199 11.545 17.399 0.11
H -34.396 10.430 19.971 0.11
H -35.372 9.413 18.894 0.13
C -35.806 14.079 21.122 -0.18
C -34.693 13.805 22.006 -0.19
C -33.712 14.959 21.782 -0.20
O -33.906 15.198 20.431 -0.16
C -35.267 15.088 20.109 -0.17
H -36.614 14.483 21.732 0.13
H -36.045 13.137 20.628 0.08
H -34.281 12.824 21.771 0.11
H -35.131 13.740 23.002 0.12
H -32.686 14.703 22.046 0.12
H -34.037 15.724 22.487 0.12
H -35.305 14.700 19.091 0.09
H -35.611 16.118 20.208 0.13
C -34.554 11.760 14.209 -0.20
C -35.013 10.860 13.072 -0.14
C -33.588 10.528 12.394 -0.13
O -32.897 10.228 13.618 -0.14
C -33.184 11.204 14.611 -0.24
H -35.299 11.825 15.002 0.10
H -34.335 12.718 13.738 0.09
H -35.690 11.373 12.389 0.10
H -35.474 9.976 13.511 0.11
H -33.198 11.304 11.735 0.11
H -33.630 9.584 11.850 0.12
H -32.520 12.068 14.616 0.08
H -33.267 10.739 15.593 0.10
C -30.069 8.874 23.244 -0.15
C -30.775 7.494 23.353 -0.16
C -31.904 7.568 22.379 -0.22
O -32.191 8.949 22.255 -0.15
C -31.050 9.753 22.530 -0.23
H -29.112 8.795 22.728 0.11
H -29.829 9.290 24.222 0.11
H -31.226 7.263 24.317 0.11
H -30.118 6.673 23.063 0.11
H -32.755 6.949 22.663 0.12
H -31.562 7.259 21.391 0.12
H -31.325 10.602 23.155 0.12
H -30.590 10.142 21.622 0.05
C -30.310 16.679 19.622 -0.18
C -28.898 16.174 19.487 -0.19
C -28.373 16.909 18.263 -0.19
O -28.988 18.197 18.388 -0.14
C -30.191 18.154 19.196 -0.18
H -30.752 16.529 20.607 0.11
H -30.981 16.173 18.928 0.09
H -28.906 15.091 19.360 0.05
H -28.307 16.440 20.364 0.12
H -28.704 16.385 17.366 0.11
H -27.286 16.978 18.225 0.12
H -31.085 18.564 18.726 0.11
H -30.079 18.861 20.017 0.11
Br -29.959 12.576 20.228 0.69
C -31.406 13.020 18.956 -0.65
C -31.836 11.822 18.103 -0.61
Br -30.382 11.149 16.842 0.61
H -30.924 13.813 18.386 0.01
H -32.231 13.534 19.449 0.05
H -32.793 11.997 17.613 0.03
H -32.108 11.049 18.822 0.05
N -34.741 15.502 15.370 0.13
C -34.041 14.665 16.205 0.04
C -32.723 14.652 15.812 -0.01
C -32.583 15.495 14.783 0.00
C -33.816 15.988 14.455 0.05
H -35.744 15.599 15.309 0.18
H -34.552 14.096 16.967 0.14
H -31.993 14.131 16.413 0.11
H -31.644 15.698 14.289 0.15
H -34.117 16.651 13.657 0.16
```

As for the total charge: +1. The HOMO-LUMO gap (alpha / beta) comes out at 7.61 / 3.52 eV. The value obtained for the molar mass is 615.49 Da. The value obtained for the HOMO energy (alpha / beta) is -11.053 / -11.053 eV. The LUMO energy (alpha / beta) comes out at -0.1267 / -0.2769 Ha. Its total energy is -179557.1184 eV. Its multiplicity is 2.